DFT (ωB97M-V/def2-TZVPD) results for a gas-phase ion, C6H10N (charge +1).

Values from the calculation:
2S+1: 1
Frontier orbital gap in eV: 8.89
Charge: +1
Highest occupied orbital energy in eV: -13.11

Last column: Mulliken charge in e.
Element x y z (Å)
C 2.554 0.957 0.039  -1.210
C 1.391 0.229 0.083  1.205
C 1.451 -1.251 0.217  -1.236
C 0.069 0.876 -0.133  -0.459
C -1.196 0.491 0.039  0.210
C -2.587 0.606 -0.023  -0.459
N -1.992 -0.685 -0.207  -0.104
H 2.698 1.984 -0.043  0.331
H 3.505 0.483 0.089  0.272
H 0.895 -1.688 1.124  0.270
H 2.435 -1.483 0.195  0.418
H 0.939 -1.829 -0.628  0.275
H 0.246 1.846 0.184  0.319
H -3.366 0.815 0.722  0.306
H -2.828 1.094 -0.999  0.265
H -2.040 -1.311 0.501  0.269
H -2.174 -1.132 -1.160  0.327


DFT (ωB97M-V/def2-TZVPD) results for a molecular structure, C6H10N.

Values from the calculation:
2S+1: 3
⟨S²⟩: 2.01
Frontier orbital gap (spin up / spin down) in eV: 6.29 / 7.24
Charge: +1
Highest occupied orbital energy (spin up / spin down) in eV: -9.39 / -14.92

Last column: Mulliken charge in e.
Element x y z (Å)
C -0.778 0.647 2.187  -0.137
C 0.161 0.398 1.466  -0.356
C -1.264 -0.305 -1.005  -0.400
C 0.013 0.405 -1.079  -0.191
C 1.740 -1.348 0.334  -0.913
C 1.160 0.065 0.469  -0.085
N -1.112 1.188 -0.760  -0.093
H -1.655 0.634 2.743  0.431
H -1.726 -0.633 -1.964  0.334
H -1.598 -0.926 -0.143  0.223
H 0.520 0.774 -2.004  0.387
H 2.266 -1.510 -0.708  0.301
H 2.431 -1.561 1.170  0.327
H 0.859 -2.017 0.449  0.306
H 1.715 0.911 0.113  0.370
H -1.594 1.761 -1.454  0.340
H -1.139 1.518 0.186  0.157


DFT (ωB97M-V/def2-TZVPD) results for a single C6H10N2 molecule.

Values from the calculation:
2S+1: 1
Frontier orbital gap (spin up / spin down) in eV: 8.03 / 8.04
Highest occupied orbital energy (spin up / spin down) in eV: -7.28 / -7.28

Last column: Mulliken charge in e.
Element x y z (Å)
H -0.654 1.609 -1.869  0.230
N 0.331 1.360 -1.777  -0.813
C 0.645 0.828 -0.656  0.838
C 2.080 0.488 -0.345  -1.244
C -0.298 1.138 0.780  -0.924
C -1.047 -0.097 0.548  0.602
N -2.349 -0.034 0.165  -0.440
C -0.316 -1.175 0.139  -0.175
C 0.054 -2.415 0.334  -0.675
H 2.706 1.360 -0.549  0.377
H 2.221 0.164 0.685  0.314
H 2.389 -0.328 -1.003  0.290
H -0.878 2.056 0.696  0.371
H 0.375 1.092 1.632  0.284
H -2.806 -0.909 -0.058  0.233
H -2.891 0.770 0.450  0.222
H -0.450 -3.067 1.044  0.266
H 0.889 -2.840 -0.214  0.242


DFT (ωB97M-V/def2-TZVPD) results for a molecular structure, C6H10N2.

Values from the calculation:
2S+1: 1
Frontier orbital gap in eV: 8.71
Highest occupied orbital energy in eV: -8.21

Last column: Mulliken charge in e.
Element x y z (Å)
C -0.323 0.588 0.185  1.092
C -1.893 0.338 0.808  -0.724
C -0.790 -0.703 0.566  -0.107
C 0.979 -1.218 -0.644  -0.604
C 0.477 0.321 -0.869  -0.092
C 0.371 0.891 -2.084  -0.832
H 1.355 1.703 1.214  0.195
H -0.210 2.051 1.937  0.161
H -2.752 0.255 0.194  0.341
H -1.686 1.186 1.656  0.156
H -1.233 -1.141 -0.269  0.182
H 1.229 -1.344 1.334  0.346
H 2.232 -1.560 -0.759  0.300
H 0.234 -1.934 -1.544  0.216
H 1.230 0.639 -2.752  0.264
H -0.316 1.702 -2.525  0.265
N 0.452 1.341 1.267  -0.641
N 0.547 -1.749 0.697  -0.518


Across the entries above, E takes the values -7863.557, -7858.123, -9360.420, -9354.999 eV, respectively.
Across the entries above, ΔE to the lowest compared entry with this formula, charge and spin takes the values 64.4, 143.2, 92.6, 217.7 kcal per mole, respectively.